# 1
The following is a quantum chemistry calculation of 5 unconnected molecules or ions with the total composition C29H38F5NO9S in a non-equilibrium geometry, from the OMol25 dataset.

Properties
Spin multiplicity   1
SMILES string   CCNC1=C(C(F)(F)C(F)F)C(=O)C(S(=O)(=O)F)=C(COc2ccccc2)C1=O.CC(C)=O.CC(C)=O.CC(C)=O.CC(C)=O
HOMO-LUMO gap   6.13 eV
HOMO level   -0.323 Ha
LUMO   -2.653 eV

CARTESIAN COORDINATES (ANGSTROEM)
1 C 2.1693 0.2061 3.1942
2 C 2.6276 0.1647 1.6376
3 N 2.6600 -1.2287 1.0888
4 C 1.8433 -1.3911 -0.1122
5 C 0.4613 -1.7796 -0.1210
6 C -0.3202 -2.0260 1.2446
7 F -0.4336 -0.7284 1.8732
8 F 0.2958 -2.9755 2.1082
9 C -1.8546 -2.5153 1.0357
10 F -2.6512 -2.0397 2.1429
11 F -1.9760 -3.9142 0.8461
12 C -0.1890 -1.9299 -1.5842
13 O -0.9788 -2.8392 -1.9251
14 C 0.2560 -0.8607 -2.6779
15 S -1.0032 -0.2764 -3.8946
16 O -1.5193 1.1184 -3.6004
17 O -0.4014 -0.2229 -5.2877
18 F -2.3510 -1.2745 -3.9922
19 C 1.6241 -0.4315 -2.6478
20 C 2.1494 0.6425 -3.7067
21 O 1.3793 1.8586 -3.7424
22 C 1.4326 2.5480 -2.4953
23 C 0.2117 3.4565 -2.0994
24 C 0.2050 4.2764 -0.7754
25 C 1.4302 4.2106 0.1811
26 C 2.6189 3.2948 -0.1802
27 C 2.6232 2.4748 -1.5096
28 C 2.5732 -1.1050 -1.5226
29 O 3.7696 -1.4123 -1.7256
30 H 1.9513 -0.8565 3.6012
31 H 2.9382 0.6966 3.8780
32 H 1.1619 0.7659 3.2997
33 H 2.0544 0.9035 0.9778
34 H 3.7242 0.5404 1.6394
35 H 2.4778 -1.9488 1.7988
36 H -2.3139 -2.0022 0.1091
37 H 3.2488 0.9262 -3.5987
38 H 2.0442 0.1532 -4.7489
39 H -0.7168 3.5713 -2.7624
40 H -0.6670 4.9481 -0.4577
41 H 1.4584 4.8248 1.1463
42 H 3.5545 3.2029 0.4846
43 H 3.5177 1.8107 -1.7534
44 C -1.8138 1.3437 4.3700
45 C -1.1476 2.6002 3.8750
46 O -0.6786 2.6672 2.7537
47 C -1.0843 3.7702 4.8209
48 H -1.7863 0.5855 3.5840
49 H -1.2827 0.9609 5.2443
50 H -2.8565 1.5499 4.6212
51 H -0.5208 3.4953 5.7151
52 H -2.0945 4.0842 5.0920
53 H -0.5780 4.6048 4.3309
54 C -5.9459 3.4832 -4.8749
55 C -4.6488 4.0332 -4.3426
56 O -4.5118 5.2215 -4.1161
57 C -3.5291 3.0563 -4.1017
58 H -6.6609 4.2992 -4.9997
59 H -5.7791 3.0120 -5.8459
60 H -6.3601 2.7595 -4.1695
61 H -3.2550 2.5664 -5.0380
62 H -3.8359 2.3143 -3.3622
63 H -2.6585 3.5919 -3.7194
64 C -4.5603 -3.6712 4.2554
65 C -5.8032 -4.4356 4.6266
66 O -6.3824 -4.2295 5.6767
67 C -6.3017 -5.4653 3.6473
68 H -4.3183 -2.9651 5.0526
69 H -3.7225 -4.3610 4.1325
70 H -4.7290 -3.1127 3.3326
71 H -5.5412 -6.2346 3.4973
72 H -6.5477 -4.9863 2.6971
73 H -7.2029 -5.9367 4.0454
74 C 6.2817 -2.6723 -2.0442
75 C 7.5780 -2.1481 -1.4861
76 O 7.7235 -0.9676 -1.2270
77 C 8.6882 -3.1407 -1.2606
78 H 5.5761 -1.8486 -2.1538
79 H 6.4539 -3.1194 -3.0262
80 H 5.8547 -3.4105 -1.3616
81 H 8.9668 -3.6082 -2.2074
82 H 8.3682 -3.8998 -0.5435
83 H 9.5605 -2.6226 -0.8560

***

# 2
The following is a quantum chemistry calculation of a molecular structure, C29H38F6N6O4PtSSbSi in a non-equilibrium geometry, from the OMol25 dataset.

Properties
Spin multiplicity   2
Energy above the lowest of the compared OMol25 structures with the same formula, charge and spin   58.6 kJ/mol
HOMO-LUMO gap (spin up / spin down)   6.85 / 5.74 eV
HOMO level (spin up / spin down)   -0.294 / -0.298 Ha
LUMO (spin up / spin down)   -1.145 / -2.363 eV

CARTESIAN COORDINATES (ANGSTROEM)
1 Pt 1.0801 0.1352 0.1799
2 C 4.0793 3.1323 0.0512
3 C 2.6285 3.4698 0.2062
4 C 2.1869 4.7825 0.0945
5 C 0.8338 5.0597 0.2707
6 C -0.0388 4.0463 0.5929
7 C 0.4658 2.7356 0.6998
8 N 1.7756 2.4873 0.4758
9 N -0.2407 1.6327 0.9960
10 Si -1.5732 1.5742 2.1144
11 C -1.3736 2.8813 3.5019
12 C -1.5600 -0.1419 2.9225
13 C -3.1809 1.9689 1.1463
14 H 4.2957 2.8530 -0.9793
15 H 4.3398 2.2932 0.6906
16 H 4.6951 3.9893 0.3090
17 H 2.8851 5.5722 -0.1344
18 H 0.4702 6.0718 0.1587
19 H -1.0937 4.2248 0.7229
20 H -0.4827 2.6833 4.0905
21 H -2.2243 2.8608 4.1764
22 H -1.2914 3.8920 3.1187
23 H -0.5792 -0.6045 2.8646
24 H -2.2789 -0.7940 2.4412
25 H -1.8388 -0.0807 3.9686
26 H -3.8372 2.5896 1.7489
27 H -3.7126 1.0527 0.9155
28 H -2.9840 2.4964 0.2176
29 C -6.7590 0.7772 0.1821
30 C -6.9179 -0.7156 0.0225
31 S -5.2951 -1.5436 -0.0528
32 O -4.4124 -0.9673 0.9292
33 O -5.5096 -2.9571 0.0070
34 C -4.6012 -1.1386 -1.7120
35 C -3.5263 -2.1689 -2.0307
36 N -2.4528 -2.0831 -1.0731
37 C -1.5471 -1.0918 -0.9841
38 N -0.7368 -1.2793 0.0441
39 C -1.1377 -2.4052 0.6675
40 C -2.2081 -2.9305 -0.0152
41 N -2.8906 -4.1442 0.2527
42 O -3.4430 -4.7145 -0.6636
43 O -2.8421 -4.5413 1.3942
44 C -1.4440 0.0806 -1.8799
45 H -7.7345 1.2547 0.2675
46 H -6.2359 1.2130 -0.6671
47 H -6.1840 0.9798 1.0828
48 H -7.4489 -1.0035 -0.8798
49 H -7.4144 -1.1593 0.8808
50 H -4.1951 -0.1345 -1.6283
51 H -5.4070 -1.1722 -2.4381
52 H -3.1205 -2.0086 -3.0343
53 H -3.9476 -3.1789 -1.9811
54 H -0.6385 -2.8079 1.5252
55 H -1.8416 -0.1225 -2.8708
56 H -0.3863 0.3370 -1.9730
57 H -1.9620 0.9291 -1.4315
58 C 5.0647 -2.0464 3.1215
59 C 3.6770 -2.0461 3.0166
60 C 3.0656 -1.4091 1.9629
61 C 3.8250 -0.7723 0.9549
62 C 5.2217 -0.6828 1.1411
63 C 5.8208 -1.3334 2.1983
64 N 3.1413 -0.2471 -0.0912
65 C 3.6499 0.0540 -1.3115
66 C 4.8345 -0.4974 -1.8412
67 C 5.2581 -0.1653 -3.1078
68 C 4.5465 0.7385 -3.8835
69 C 3.3744 1.2920 -3.3845
70 C 2.9209 0.9392 -2.1367
71 H 5.5523 -2.5783 3.9247
72 H 3.0777 -2.5536 3.7585
73 H 1.9813 -1.4270 1.8354
74 H 5.8248 -0.0911 0.4682
75 H 6.8951 -1.2888 2.3020
76 H 5.3626 -1.2493 -1.2833
77 H 6.1484 -0.6286 -3.5022
78 H 4.8867 0.9973 -4.8724
79 H 2.8125 1.9997 -3.9772
80 H 1.9896 1.3478 -1.7531
81 F 1.2873 -1.3611 -2.0171
82 Sb 1.7143 -3.2697 -1.8760
83 F 3.5637 -2.9454 -1.5808
84 F 1.9915 -3.2122 -3.7497
85 F 1.5250 -3.0961 0.0195
86 F -0.1807 -3.5009 -2.0793
87 F 1.9645 -5.1319 -1.7561

***

# 3
The following is a quantum chemistry calculation of a molecular structure, C29H38MgN4O2P2 in a non-equilibrium geometry, from the OMol25 dataset.

Properties
Spin multiplicity   1
Energy above the lowest of the compared OMol25 structures with the same formula, charge and spin   2.5 kJ/mol
HOMO-LUMO gap (spin up / spin down)   5.22 / 5.22 eV
HOMO level (spin up / spin down)   -0.230 / -0.230 Ha
LUMO (spin up / spin down)   -1.032 / -1.033 eV

CARTESIAN COORDINATES (ANGSTROEM)
1 Mg -1.0561 -2.2531 0.0252
2 C -0.4330 2.9069 4.3461
3 C -0.9421 2.1747 3.3392
4 C -0.3703 1.9666 1.9570
5 C 0.8296 1.0171 1.9224
6 C 2.1534 1.5486 2.4892
7 C 2.4591 2.7457 3.0064
8 C 1.6008 3.9680 3.0622
9 C 0.6529 3.9546 4.3004
10 C 1.0678 -1.7521 4.6820
11 H -0.9517 2.8799 5.3093
12 H -1.9583 1.7633 3.4517
13 H -0.0910 2.9048 1.4616
14 H -1.1716 1.5092 1.3636
15 H 0.5361 0.1162 2.4984
16 H 0.9850 0.6549 0.8769
17 H 2.9065 0.7664 2.6011
18 H 3.4304 2.8849 3.4845
19 H 0.9924 4.1703 2.1705
20 H 2.2842 4.8226 3.2095
21 H 1.2584 3.7951 5.2140
22 H 0.2472 4.9816 4.4290
23 H 1.7335 -1.3049 5.4099
24 H 0.9795 -1.1003 3.8130
25 H 1.4609 -2.7323 4.4062
26 P 1.3118 -1.4463 -1.5395
27 P -2.1843 -0.7793 -1.4195
28 N 2.7776 -0.2706 -1.8925
29 N 2.1003 -2.5305 -2.8028
30 N -2.2387 0.9617 -1.8565
31 N -3.7342 -1.0737 -2.2954
32 C 0.3033 -0.5628 -2.7622
33 C -1.0917 -1.2141 -2.8227
34 C 3.7009 0.0742 -0.9223
35 C 4.6602 0.9395 -1.4694
36 C 4.3165 1.1215 -2.8451
37 C 3.1628 0.3635 -3.0718
38 C 2.5027 -3.8108 -2.4374
39 C 2.9674 -4.4914 -3.5795
40 C 2.8836 -3.5758 -4.6731
41 C 2.3533 -2.3848 -4.1656
42 C -2.3539 1.9681 -0.9097
43 C -2.1612 3.2113 -1.5420
44 C -1.8975 2.9326 -2.9301
45 C -1.9812 1.5618 -3.0955
46 C -4.3960 -0.4125 -3.3352
47 C -5.4116 -1.2272 -3.8253
48 C -5.3430 -2.4565 -3.1057
49 C -4.2948 -2.3526 -2.2063
50 H 0.7059 -0.5863 -3.7864
51 H 0.2750 0.4933 -2.4428
52 H -1.6049 -0.9209 -3.7483
53 H -1.0212 -2.3181 -2.7812
54 H 3.5957 -0.3103 0.0791
55 H 5.4949 1.3862 -0.9469
56 H 4.8285 1.7294 -3.5864
57 H 2.6063 0.2730 -3.9944
58 H 2.4180 -4.1192 -1.4120
59 H 3.3051 -5.5118 -3.6089
60 H 3.1660 -3.7502 -5.7031
61 H 2.1382 -1.4787 -4.7110
62 H -2.5900 1.7254 0.1001
63 H -2.2078 4.1637 -1.0689
64 H -1.6611 3.6460 -3.7080
65 H -1.8810 0.9915 -4.0054
66 H -4.1164 0.5827 -3.6542
67 H -6.1123 -0.9635 -4.6137
68 H -5.9882 -3.3250 -3.2306
69 H -3.8792 -3.0570 -1.4955
70 C -2.3674 -2.4456 5.8224
71 O -1.2832 -2.4537 4.8694
72 C -0.2122 -1.8870 5.4772
73 O -0.2919 -1.4959 6.6329
74 H -1.9270 -2.4643 6.8311
75 H -3.0206 -3.3090 5.6595
76 H -2.9251 -1.5285 5.7017

***

# 4
The following is a quantum chemistry calculation of a molecular structure, C29H39BrCoN4O3S3SbSi, from the OMol25 dataset.

Properties
Total charge   -2
Spin multiplicity   1
Energy above the lowest of the compared OMol25 structures with the same formula, charge and spin   11.0 kJ/mol
HOMO-LUMO gap   5.03 eV
HOMO level   -0.047 Ha
LUMO   3.741 eV

CARTESIAN COORDINATES (ANGSTROEM)
1 Co -0.0857 -0.2460 0.2120
2 C 4.9052 3.6673 7.1306
3 O 4.8723 4.9084 6.4585
4 C 3.7359 5.1961 5.7488
5 C 3.7545 6.3804 5.0208
6 C 2.6494 6.7494 4.2745
7 C 1.5278 5.9285 4.2166
8 C 1.5059 4.7598 4.9636
9 C 2.6050 4.3910 5.7295
10 N 0.3666 6.3946 3.5140
11 N -0.1871 5.7040 2.6285
12 C 0.3264 4.4836 2.1525
13 C 1.6763 4.2200 1.9294
14 C 2.1293 3.0412 1.3627
15 C 1.2310 2.0123 1.0134
16 O 1.5578 0.8895 0.5365
17 C -0.1700 2.3020 1.2026
18 N -1.0096 1.3152 0.8146
19 C -2.3109 1.4784 0.8842
20 C -2.8547 2.6740 1.3772
21 C -2.0328 3.6793 1.8082
22 C -0.6346 3.5190 1.7264
23 H 5.8859 3.5994 7.5952
24 H 4.7751 2.8318 6.4378
25 H 4.1354 3.6089 7.9057
26 H 4.6436 6.9972 5.0543
27 H 2.6448 7.6753 3.7122
28 H 0.6473 4.1028 4.9136
29 H 2.5663 3.4640 6.2834
30 H 2.4088 4.9754 2.1820
31 H 3.1843 2.8824 1.1820
32 H -2.9076 0.6398 0.5534
33 H -3.9308 2.7785 1.4164
34 H -2.4331 4.6025 2.2061
35 S -1.0651 -4.6533 2.1254
36 Sb -1.8271 -2.4684 2.1805
37 S -1.7959 -1.6080 -0.1250
38 S 0.1666 -1.0381 2.2691
39 O -0.1996 1.0327 -3.9446
40 C -0.1549 0.6979 -2.7846
41 N -0.1024 0.3674 -1.6567
42 C 4.1024 -4.1201 -4.3238
43 C 3.8575 -3.1700 -3.1427
44 C 3.4937 -1.7867 -3.7068
45 C 5.1844 -2.9860 -2.3939
46 Si 2.4774 -3.8355 -1.9542
47 Br 1.9947 -2.0421 -0.6852
48 C 0.9075 -4.3971 -2.9012
49 C 0.5895 -3.4174 -4.0406
50 C 1.0790 -5.8027 -3.4997
51 C -0.3220 -4.4036 -1.9868
52 C 3.1450 -5.1637 -0.7229
53 C 3.9966 -6.2220 -1.4413
54 C 1.9798 -5.8803 -0.0248
55 C 3.9888 -4.5352 0.3970
56 H 4.9418 -3.7416 -4.9218
57 H 3.2364 -4.1782 -4.9838
58 H 4.3561 -5.1343 -4.0074
59 H 4.3021 -1.4566 -4.3725
60 H 3.3841 -1.0447 -2.9165
61 H 2.5715 -1.7845 -4.2825
62 H 5.9104 -2.5139 -3.0683
63 H 5.6161 -3.9291 -2.0581
64 H 5.0657 -2.3322 -1.5272
65 H 1.3279 -3.4409 -4.8444
66 H 0.4915 -2.3914 -3.6771
67 H -0.3770 -3.6979 -4.4754
68 H 1.9376 -5.8868 -4.1704
69 H 0.1823 -6.0450 -4.0829
70 H 1.1721 -6.5678 -2.7271
71 H -0.5645 -3.4081 -1.6188
72 H -0.2448 -5.0444 -1.1135
73 H -1.1841 -4.7498 -2.5723
74 H 3.4560 -6.7093 -2.2555
75 H 4.2740 -7.0029 -0.7221
76 H 4.9231 -5.8119 -1.8478
77 H 1.3930 -6.4922 -0.7096
78 H 1.2914 -5.1958 0.4785
79 H 2.3920 -6.5520 0.7392
80 H 4.8606 -3.9947 0.0324
81 H 4.3465 -5.3384 1.0539
82 H 3.3920 -3.8527 1.0018